Record 1
C6H4ClFN3O2 | wB97M-V/def2-TZVPD

Properties
Charge   -1
Energy relative to the best compared isomer or geometry (same formula, charge and spin)   4.475 eV
Kohn-Sham gap (alpha / beta)   6.416 / 6.415 eV
LUMO level (alpha / beta)   0.1073 / 0.1073 Ha

Last column: Mulliken charge in e.
CARTESIAN COORDINATES (ANGSTROEM)
C -0.03071 -0.40245 -1.82936  -0.29
C 1.07733 -0.26212 0.15551  0.50
C 0.78382 -1.59587 -0.24959  0.12
C 0.57772 0.45762 -0.94244  0.29
C -1.56982 1.39474 -1.34995  -0.25
C 1.75203 0.14364 1.35449  -1.23
N 0.13611 -1.68057 -1.38843  -0.79
N -2.05938 1.16040 -0.29865  -0.11
N -2.45645 0.37130 0.70020  1.09
O -2.95427 -0.66206 0.33910  -0.55
O -2.23489 0.69410 1.83507  -0.58
F 1.10635 -2.69445 0.46185  -0.30
Cl 0.65971 2.16666 -1.01427  -0.24
H -0.64974 -0.04568 -2.67085  0.53
H 2.18547 -0.68613 1.79697  0.39
H 2.55875 0.85752 1.00211  0.27
H 1.11795 0.78335 2.09823  0.16

=====

Record 2
C6H4ClN4O4 | wB97M-V/def2-TZVPD

Properties
Charge   +1
Energy relative to the best compared isomer or geometry (same formula, charge and spin)   0.000 eV
Kohn-Sham gap (alpha / beta)   7.284 / 7.285 eV
LUMO level (alpha / beta)   -0.2581 / -0.2580 Ha

Last column: Mulliken charge in e.
CARTESIAN COORDINATES (ANGSTROEM)
C 0.50876 -1.81072 -0.38782  -0.63
C 1.40006 0.36993 0.22693  -0.50
C 1.55800 -0.97319 -0.07390  -0.05
C -0.78332 -1.18338 -0.58812  0.46
C 0.21998 0.96735 0.05164  -0.12
C -0.87534 0.17061 -0.40040  0.32
N -1.57379 1.34408 3.15787  -0.22
N -1.84380 1.73796 2.19528  0.24
N 2.95602 -1.27372 -0.13467  0.93
N -2.17366 0.68620 -0.67163  0.87
O 3.34132 -2.40971 -0.23802  -0.55
O -3.16255 0.19005 -0.93011  -0.43
O 3.77038 -0.35573 -0.21059  -0.53
O -2.06317 2.01362 -0.53965  -0.42
Cl -1.96654 -2.22957 -1.07908  -0.10
H 0.73563 -2.85080 -0.50415  0.55
H 2.25011 0.93010 0.70309  0.42
H -2.42734 2.69541 -1.19742  0.39
H 0.12926 1.98151 0.62074  0.38

=====

Record 3
C6H4ClN4O4 | wB97M-V/def2-TZVPD

Properties
Charge   +1
Energy relative to the best compared isomer or geometry (same formula, charge and spin)   0.839 eV
Kohn-Sham gap   7.579 eV
LUMO level   -0.2779 Ha

Last column: Mulliken charge in e.
CARTESIAN COORDINATES (ANGSTROEM)
C -0.05863 2.08746 0.22583  -0.51
C 0.84542 -0.16091 -0.10102  -0.41
C 0.97034 1.19638 -0.11911  -0.01
C -1.34178 1.56542 0.22691  0.61
C -0.50439 -0.71098 0.06914  -0.48
C -1.60103 0.18681 0.22613  -0.15
N -3.18282 0.74312 -2.72642  -0.45
N -2.76474 0.21482 -1.85719  0.40
N 2.40440 1.70921 -0.17084  1.00
N -2.83805 -0.45241 0.70115  0.90
O 2.42383 2.86627 0.13965  -0.58
O -3.85299 0.06362 0.38747  -0.46
O 3.29952 0.96511 -0.44294  -0.54
O -2.66905 -1.49920 1.28684  -0.58
Cl -2.60930 2.63309 0.59869  -0.07
H 0.29807 3.01675 0.44283  0.75
H 1.74906 -0.86931 -0.33314  0.44
H -0.59874 -1.25088 -0.89749  0.50
H -0.59403 -1.65692 0.62144  0.64

=====

Record 4
C6H4F3N3O | wB97M-V/def2-TZVPD

Properties
Charge   0
Energy relative to the best compared isomer or geometry (same formula, charge and spin)   1.091 eV
Kohn-Sham gap   9.466 eV
LUMO level   -0.0145 Ha

Last column: Mulliken charge in e.
CARTESIAN COORDINATES (ANGSTROEM)
C -0.45747 -1.77043 -0.02730  0.08
C -0.76657 -0.38897 -0.07029  1.21
C 1.11786 0.29758 -0.21050  0.12
C -0.92317 0.20722 -1.46636  0.22
C -1.23858 0.28940 1.16240  -1.38
C 2.22693 0.07309 0.81880  0.84
N -0.18627 -2.90394 -0.04883  -0.51
N 1.16426 0.85703 -1.34492  -0.31
N -0.00801 0.91850 -2.03608  -0.67
O -2.13142 0.17459 -1.85454  -0.40
F 2.23700 1.22523 1.65731  -0.26
F 2.00267 -1.06759 1.46860  -0.21
F 3.42969 0.06765 0.24000  -0.24
H -2.28084 0.29816 1.12906  0.47
H -0.87811 1.44031 1.19902  0.28
H -0.93552 -0.16614 2.09584  0.38
H -2.37244 0.44830 -2.71222  0.39

=====

Record 5
C6H4N2O | wB97M-V/def2-TZVPD

Properties
Charge   0
Energy relative to the best compared isomer or geometry (same formula, charge and spin)   4.586 eV
Kohn-Sham gap (alpha / beta)   7.829 / 7.845 eV
LUMO level (alpha / beta)   -0.0393 / -0.0391 Ha

Last column: Mulliken charge in e.
CARTESIAN COORDINATES (ANGSTROEM)
C 2.39902 -0.99481 -0.01710  0.26
C -1.37296 -0.78010 0.00398  -0.19
C -1.56089 0.55852 -0.06604  -0.42
C -0.10577 -1.42833 0.05990  -0.17
C -0.56101 1.56552 -0.02779  -0.09
C 1.05907 -0.79661 0.00761  -0.05
N 3.54775 -1.12370 -0.03781  -0.44
N 0.70385 1.34850 0.00048  0.22
O 1.69074 2.04600 0.05717  -0.55
H -2.24022 -1.42201 0.01660  0.34
H -2.57019 0.93632 -0.13959  0.30
H -0.10822 -2.51362 0.13659  0.38
H -0.88117 2.60433 0.00601  0.42

=====

Record 6
C6H4N2O4 | wB97M-V/def2-TZVPD

Properties
Structure (SMILES)   [H]/N=C1\O\C1=C\[C@@H]1O[N+]([O-])=CC1=O
Charge   0
Energy relative to the best compared isomer or geometry (same formula, charge and spin)   0.000 eV
Kohn-Sham gap (alpha / beta)   9.613 / 9.613 eV
LUMO level (alpha / beta)   -0.0125 / -0.0125 Ha

Last column: Mulliken charge in e.
CARTESIAN COORDINATES (ANGSTROEM)
H 2.76788 -2.29892 -1.38603  0.28
N 1.91960 -1.87474 -1.02607  -0.52
C 2.02993 -0.87178 -0.33096  0.44
O 2.88475 0.05538 0.23564  -0.49
C 1.50403 0.18705 0.41442  0.53
C 0.64056 0.99025 0.99042  -0.94
C -0.83716 0.70854 0.92157  0.31
O -1.12473 -0.63098 1.25562  -0.38
N -1.68804 -1.26535 0.14054  0.87
O -1.94899 -2.42809 0.24714  -0.65
C -1.85972 -0.43246 -0.85079  -0.60
C -1.38651 0.87961 -0.51759  0.45
O -1.38177 1.90099 -1.15225  -0.58
H 0.95611 1.86811 1.52809  0.40
H -1.36891 1.37275 1.60823  0.41
H -2.28043 -0.76913 -1.77612  0.46

=====

> What is the charge in the first record?

-1

=====

> Number 2 is which compound?

C6H4ClN4O4